[1]
The following is a quantum chemistry calculation of C17H39N8O4SSeV as an isolated structure in a non-equilibrium geometry, from the Open Molecules 2025 dataset.

Atoms and positions in Å:
V: 0.1167 -0.6111 -0.0521
C: 2.9006 -2.5611 -0.6292
C: 2.9697 -1.7072 0.6382
N: 2.1736 -0.4553 0.5652
C: 2.7556 0.6025 -0.3019
C: 1.7542 1.7537 -0.3925
N: 0.5089 1.2188 -0.9908
C: -0.5947 2.1964 -1.0769
C: -1.7760 1.6281 -1.8657
C: -2.5839 0.5529 -1.1350
N: -1.8278 -0.7036 -0.9189
C: -1.6535 -1.5341 -2.1473
C: -0.7323 -2.7100 -1.8236
N: 0.5672 -2.1483 -1.3589
C: 1.5390 -3.1852 -0.9389
H: 3.2141 -1.9887 -1.5074
H: 3.6243 -3.3685 -0.5119
H: 2.5675 -2.2875 1.4723
H: 4.0119 -1.4716 0.8694
H: 2.1180 -0.0625 1.5036
H: 3.7218 0.9468 0.0719
H: 2.8882 0.1988 -1.3067
H: 1.5305 2.1281 0.6082
H: 2.1596 2.5764 -0.9871
H: 0.7417 0.9192 -1.9503
H: -0.9083 2.4508 -0.0603
H: -0.2386 3.1122 -1.5589
H: -2.4561 2.4483 -2.0985
H: -1.4081 1.2441 -2.8213
H: -2.8612 0.9289 -0.1477
H: -3.5034 0.3451 -1.6876
H: -2.3344 -1.2706 -0.2435
H: -2.6162 -1.8683 -2.5407
H: -1.1604 -0.9320 -2.9101
H: -1.1502 -3.3274 -1.0272
H: -0.5854 -3.3279 -2.7114
H: 0.9823 -1.7125 -2.1945
H: 1.1408 -3.7092 -0.0666
H: 1.6597 -3.9019 -1.7536
C: 3.3470 -0.0685 -4.7132
S: 1.7814 -0.8510 -4.4380
O: 1.0425 -0.7699 -5.6690
O: 2.0740 -2.1935 -3.9427
O: 1.1443 -0.0734 -3.3353
H: 3.6791 -0.3134 -5.7206
H: 4.0570 -0.4541 -3.9823
H: 3.2237 1.0078 -4.6066
C: 0.2800 4.0595 2.3725
N: -1.0462 3.6188 2.7906
C: -2.0649 4.4747 3.1823
C: -3.0941 3.7060 3.5756
N: -2.6918 2.3882 3.4216
C: -3.5031 1.2220 3.7547
C: -1.4348 2.3362 2.9406
Se: -0.4841 0.7798 2.5596
H: 0.5854 4.8948 2.9979
H: 0.2728 4.3676 1.3286
H: 0.9718 3.2339 2.5082
H: -1.9629 5.5450 3.1445
H: -4.0676 3.9722 3.9488
H: -4.2545 1.5241 4.4791
H: -2.8638 0.4552 4.1804
H: -3.9885 0.8275 2.8640
N: -0.0335 -2.8087 3.3792
C: -0.9266 -2.7913 2.3635
N: -2.1088 -3.4134 2.5687
O: -0.6737 -2.2376 1.2856
H: -0.3009 -3.1051 4.3016
H: 0.7456 -2.1775 3.3117
H: -2.2580 -4.0064 3.3662
H: -2.7019 -3.5559 1.7706

Results
Gap between HOMO and LUMO (alpha / beta)   7.59 / 8.59 eV
Total energy   -140241.6460 eV
Energy above the lowest of the compared OMol25 structures with the same formula, charge and spin   8.8 kJ/mol
<S²>   3.757
Net charge   +1
Multiplicity   4



[2]
The following is a quantum chemistry calculation of C17H39O2P3Ti as an isolated structure in a non-equilibrium geometry, from the Open Molecules 2025 dataset.

Atoms and positions in Å:
Ti: 0.2342 -0.5109 0.1220
P: 1.7471 0.6455 1.7277
P: -0.8251 -1.7045 2.0710
P: 1.8905 -0.2499 -1.9615
H: -5.3398 -2.6334 -1.1604
C: -4.3983 -2.0052 -1.0406
C: -3.7499 -2.1944 -2.3561
H: -3.2779 -3.1410 -2.6410
C: 0.7115 1.7321 2.8138
C: 2.8972 -0.0187 2.9850
C: 2.8053 1.9350 0.9523
C: -1.9465 -3.0012 1.4362
C: 0.3808 -2.7046 3.0129
C: -1.8147 -0.8167 3.3022
C: 1.2592 -1.3441 -3.2742
C: 3.5887 -0.8936 -1.8185
C: 2.0950 1.2911 -2.9028
H: -4.7818 -0.9569 -1.0406
H: -3.4863 -1.3172 -2.9859
H: 0.9335 2.7804 2.5764
H: 1.0033 1.5514 3.8521
H: -0.3739 1.5633 2.7147
H: 3.5955 0.7905 3.2379
H: 3.4519 -0.8658 2.5632
H: 2.3392 -0.3126 3.8839
H: 3.3290 2.4641 1.7655
H: 2.1789 2.6486 0.3934
H: 3.5501 1.4794 0.2810
H: -2.7864 -3.1713 2.1256
H: -1.4080 -3.9523 1.3264
H: -2.3574 -2.7198 0.4554
H: 0.0566 -2.8288 4.0529
H: 1.3684 -2.2331 3.0185
H: 0.4731 -3.6997 2.5652
H: -2.4626 -1.5111 3.8509
H: -2.4452 -0.0829 2.7857
H: -1.1673 -0.2817 4.0025
H: 1.5619 -0.9456 -4.2467
H: 0.1650 -1.3976 -3.2465
H: 1.6669 -2.3512 -3.1581
H: 4.2254 -0.4172 -2.5762
H: 3.5811 -1.9802 -1.9786
H: 3.9903 -0.6815 -0.8196
H: 2.5654 1.0569 -3.8674
H: 2.7267 1.9880 -2.3416
H: 1.1239 1.7707 -3.0782
C: -0.9734 2.1801 -0.8535
C: -1.1710 3.2728 0.0128
C: -1.6571 4.4657 -0.5015
C: -1.9990 4.5564 -1.8495
C: -1.8239 3.4624 -2.7077
C: -1.3366 2.2572 -2.2138
O: -0.3784 1.0757 -0.4224
H: -4.0661 -2.2832 -0.0098
H: -0.8811 3.1726 1.0545
H: -1.7896 5.3165 0.1677
H: -2.4090 5.4708 -2.2574
H: -2.1040 3.5287 -3.7610
H: -1.1560 1.3827 -2.8501
O: 0.8423 -2.5381 -0.3166
H: 1.6747 -2.9322 0.0094
H: 0.3538 -3.1602 -0.8812

Results
Gap between HOMO and LUMO (alpha / beta)   3.15 / 3.16 eV
Total energy   -73311.2425 eV
Energy above the lowest of the compared OMol25 structures with the same formula, charge and spin   36.2 kJ/mol
<S²>   0.756
Net charge   +3
Multiplicity   2



[3]
The following is a quantum chemistry calculation of C17H40BBrIN5O7S as an isolated structure in a non-equilibrium geometry, from the Open Molecules 2025 dataset.

Atoms and positions in Å:
C: 3.5414 -2.7895 0.6936
C: 3.0385 -2.6084 -0.7513
O: 2.9662 -1.2644 -1.2012
B: 2.5643 -0.3644 -0.2085
O: 3.5795 0.4239 0.3901
C: 1.0640 -0.1741 0.3365
Br: 0.7368 1.7623 0.6224
O: 0.0497 -0.6601 -0.5090
C: -0.3404 -1.9952 -0.1854
C: -1.7352 -2.0964 0.4614
N: -1.8196 -1.9952 1.9259
S: -0.8829 -3.1461 2.7813
I: -1.6358 -0.0701 2.6108
H: 2.7554 -2.6725 1.4524
H: 3.8624 -3.8341 0.7829
H: 4.4283 -2.1991 0.9275
H: 2.1025 -3.1681 -0.8620
H: 3.7639 -3.1054 -1.4023
H: 3.6432 0.1458 1.2966
H: 0.9965 -0.6555 1.3273
H: -0.4019 -2.5216 -1.1474
H: 0.4608 -2.4835 0.3770
H: -2.1736 -3.0590 0.1753
H: -2.3365 -1.2818 0.0434
H: 0.4230 -2.6850 2.7748
C: -4.7887 -2.8277 -4.4128
C: -4.4958 -2.8650 -2.9347
O: -4.8540 -3.7931 -2.2258
N: -3.8095 -1.8214 -2.4013
C: -3.2996 -0.6370 -3.0683
H: -5.3382 -3.7238 -4.6854
H: -5.3985 -1.9570 -4.6578
H: -3.8599 -2.8011 -4.9843
H: -3.6535 -1.9136 -1.4123
H: -2.2165 -0.5881 -2.9361
H: -3.7453 0.2493 -2.6127
H: -3.5284 -0.6462 -4.1288
C: 7.2099 -3.4357 -1.5660
C: 7.5369 -3.1698 -0.1193
O: 6.9915 -3.7745 0.7910
N: 8.4703 -2.2203 0.1523
C: 9.2198 -1.4009 -0.7814
H: 6.4532 -4.2132 -1.6187
H: 6.8169 -2.5342 -2.0390
H: 8.0973 -3.7775 -2.1004
H: 8.6372 -2.0961 1.1374
H: 10.2872 -1.5817 -0.6408
H: 9.0138 -0.3481 -0.5803
H: 8.9549 -1.6235 -1.8093
C: -0.9280 5.1678 -0.0766
C: -0.5889 5.1706 1.3917
O: -0.8862 4.2419 2.1254
N: 0.0699 6.2522 1.8877
C: 0.5067 7.4420 1.1823
H: -1.4471 4.2439 -0.3159
H: -1.5813 6.0079 -0.3177
H: -0.0187 5.2215 -0.6772
H: 0.2631 6.1834 2.8733
H: 1.5903 7.5372 1.2753
H: 0.0387 8.3193 1.6334
H: 0.2437 7.4013 0.1308
C: -5.7767 0.4745 2.5137
C: -5.4756 1.4959 1.4476
O: -4.6777 1.2795 0.5503
N: -6.1260 2.6882 1.5120
C: -7.0996 3.1308 2.4916
H: -5.1831 -0.4157 2.3267
H: -5.5165 0.8647 3.4987
H: -6.8326 0.2005 2.4907
H: -5.8742 3.3198 0.7697
H: -8.0357 3.3723 1.9842
H: -6.7278 4.0303 2.9862
H: -7.2883 2.3678 3.2391

Results
Gap between HOMO and LUMO   8.58 eV
Total energy   -129716.6712 eV
Net charge   0